(1)
C4H6N2O | ωB97M-V with the def2-TZVPD basis set

Geometry as XYZ:
```
13
Properties=species:S:1:pos:R:3
C 2.341 -0.239 -0.071
C 0.944 -0.723 -0.238
N 0.066 -0.672 -1.099
C -1.176 -0.231 -0.966
C -1.403 0.317 0.331
O -2.643 0.734 0.690
N -0.394 0.369 1.142
H 3.019 -0.897 -0.639
H 2.614 -0.305 0.986
H 2.466 0.792 -0.436
H -1.908 -0.384 -1.747
H -3.264 0.555 -0.030
H -0.662 0.684 2.076
```

Kohn-Sham gap = 0.308 Eh
energy relative to the best compared isomer or geometry (same formula, charge and spin) = 68.9 kcal per mole
lowest unoccupied orbital energy = 0.72 eV
strongest force on any atom = 0.8 eV Å⁻¹
molar mass = 98.105 g/mol
energy = -340.68518 Ha
charge = 0

(2)
C6H12 | ωB97M-V with the def2-TZVPD basis set

Geometry as XYZ:
```
18
Properties=species:S:1:pos:R:3
C 1.755 0.424 -0.688
C 1.788 -0.474 0.493
C 0.862 -1.066 -0.476
C -0.606 -1.068 0.047
C -1.136 0.290 -0.370
C -1.911 1.088 0.644
H 1.172 1.194 -1.132
H -0.251 0.883 -0.548
H 2.779 0.744 -0.918
H 1.442 -0.231 1.490
H 2.761 -0.947 0.434
H 1.081 -1.840 -1.196
H -0.631 -1.176 1.153
H -1.233 -1.910 -0.308
H -1.631 0.180 -1.337
H -2.915 0.701 0.817
H -1.965 2.127 0.300
H -1.360 1.082 1.594
```

Kohn-Sham gap = 0.363 Eh
energy relative to the best compared isomer or geometry (same formula, charge and spin) = 85.1 kcal per mole
lowest unoccupied orbital energy = 1.17 eV
strongest force on any atom = 1.9 eV Å⁻¹
molar mass = 84.162 g/mol
energy = -235.68259 Ha
charge = 0

(3)
C10H16BeF6N4O4S2Si | ωB97M-V with the def2-TZVPD basis set

Geometry as XYZ:
```
44
Properties=species:S:1:pos:R:3
Be 0.003 -0.553 -0.702
F 1.465 -3.770 -4.209
C 1.673 -2.873 -3.257
F 1.618 -1.655 -3.772
F 2.871 -3.072 -2.713
S 0.414 -3.082 -1.927
O 0.775 -2.067 -0.923
O 0.512 -4.435 -1.507
N -0.900 -2.714 -2.707
S -2.029 -1.777 -2.176
O -1.616 -1.002 -0.989
O -2.709 -1.086 -3.210
C -3.240 -2.938 -1.415
F -2.624 -3.685 -0.502
F -3.770 -3.719 -2.342
F -4.203 -2.235 -0.824
N -1.960 1.145 3.658
C -0.973 0.446 3.037
C -1.009 0.201 1.654
N -0.018 -0.440 1.063
C 1.015 -0.868 1.797
C 1.026 -0.626 3.156
N 0.049 0.024 3.778
H -2.836 1.304 3.195
H -1.947 1.154 4.663
H -1.838 0.520 1.037
H 1.807 -1.396 1.288
H 1.851 -0.968 3.768
C 1.879 2.495 0.577
Si 0.764 2.476 -0.941
C -0.909 3.181 -0.436
C 1.522 3.667 -2.182
C 0.593 0.775 -1.654
H 2.098 3.525 0.871
H 2.833 2.004 0.369
H 1.428 2.001 1.441
H -0.821 4.252 -0.234
H -1.298 2.712 0.470
H -1.646 3.055 -1.232
H 1.627 4.673 -1.766
H 0.900 3.738 -3.078
H 2.512 3.327 -2.495
H 1.568 0.511 -2.086
H -0.089 0.874 -2.512
```

Kohn-Sham gap = 0.318 Eh
lowest unoccupied orbital energy = -0.51 eV
strongest force on any atom = 0.2 eV Å⁻¹
molar mass = 471.482 g/mol
energy = -2610.58834 Ha
charge = 0

(4)
C9H22NOP | ωB97M-V with the def2-TZVPD basis set

Geometry as XYZ:
```
34
Properties=species:S:1:pos:R:3
C -1.798 1.332 1.087
C -1.553 2.351 -1.231
C 2.178 -0.313 -0.780
C 1.482 0.371 1.595
C 2.314 -1.957 1.080
C -2.551 -0.714 -0.949
C 0.119 -2.538 -1.430
C -1.105 1.138 -0.256
C 1.597 -0.719 0.572
N -1.208 -0.134 -0.932
O -0.747 -2.124 1.220
P -0.065 -1.457 0.116
H -1.414 0.660 1.821
H -1.461 2.206 1.605
H -2.825 1.354 0.833
H -1.499 1.970 -2.260
H -0.767 3.184 -1.169
H -2.574 2.525 -1.063
H 2.411 -1.144 -1.432
H 1.561 0.452 -1.251
H 3.211 0.128 -0.431
H 2.493 0.746 1.683
H 1.153 -0.072 2.513
H 0.858 1.162 1.318
H 1.599 -2.138 2.033
H 1.820 -2.838 0.582
H 3.429 -1.904 1.114
H -2.435 -1.595 -1.479
H -2.771 -1.156 0.018
H -3.257 -0.067 -1.560
H -0.798 -2.991 -1.629
H 0.393 -1.942 -2.258
H 0.959 -3.212 -1.244
H -0.077 1.347 -0.185
```

Kohn-Sham gap = 0.341 Eh
energy relative to the best compared isomer or geometry (same formula, charge and spin) = 36.5 kcal per mole
lowest unoccupied orbital energy = 0.77 eV
strongest force on any atom = 4.8 eV Å⁻¹
molar mass = 191.255 g/mol
energy = -827.39176 Ha
charge = 0

(5)
BH3O3 | ωB97M-V with the def2-TZVPD basis set

Geometry as XYZ:
```
7
Properties=species:S:1:pos:R:3
B 0.102 -0.357 0.071
O 0.503 -0.770 -1.122
O 0.267 -0.904 1.329
O -0.651 1.058 0.068
H 0.316 -0.277 -1.852
H -0.153 -0.464 2.087
H -0.385 1.715 -0.581
```

Kohn-Sham gap = 0.416 Eh
energy relative to the best compared isomer or geometry (same formula, charge and spin) = 22.7 kcal per mole
lowest unoccupied orbital energy = 0.31 eV
strongest force on any atom = 5.7 eV Å⁻¹
molar mass = 61.833 g/mol
energy = -252.49276 Ha
charge = 0

(6)
C2H8N2O2S | ωB97M-V with the def2-TZVPD basis set

Geometry as XYZ:
```
15
Properties=species:S:1:pos:R:3
C -1.460 0.782 0.660
C -1.235 -0.486 -0.035
N -0.717 -1.593 0.390
N 3.032 0.376 -0.870
O 1.883 -1.589 0.169
O 1.567 0.690 1.159
S 1.531 -0.056 -0.093
H -0.938 0.784 1.624
H -1.074 1.610 0.038
H -2.515 1.113 0.944
H -1.613 -0.451 -0.989
H 1.238 -2.182 -0.070
H -0.433 -1.617 1.404
H 3.560 1.232 -0.559
H 3.159 0.260 -1.829
```

Kohn-Sham gap = 0.361 Eh
energy relative to the best compared isomer or geometry (same formula, charge and spin) = 21.9 kcal per mole
lowest unoccupied orbital energy = 0.66 eV
strongest force on any atom = 4.6 eV Å⁻¹
molar mass = 124.165 g/mol
energy = -739.10787 Ha
charge = 0

(7)
C3H6NPS | ωB97M-V with the def2-TZVPD basis set

Geometry as XYZ:
```
12
Properties=species:S:1:pos:R:3
C 0.201 2.428 -0.054
C -0.340 0.159 -1.410
C 0.421 0.219 1.359
N -0.430 3.325 0.271
P 1.008 0.809 -0.322
S 4.057 -0.051 -0.106
H -0.070 -0.941 -1.740
H -1.312 0.016 -0.892
H -0.389 0.758 -2.231
H 0.503 -0.824 1.407
H 1.031 0.637 2.031
H -0.536 0.562 1.623
```

Kohn-Sham gap (alpha / beta) = 0.265 / 0.267 Eh
energy relative to the best compared isomer or geometry (same formula, charge and spin) = 77.4 kcal per mole
lowest unoccupied orbital energy (alpha / beta) = -2.53 / -2.47 eV
strongest force on any atom = 4.8 eV Å⁻¹
molar mass = 119.129 g/mol
energy = -912.06668 Ha
charge = 0

(8)
C70H170As2F12MnO35 | ωB97M-V with the def2-TZVPD basis set

Geometry as XYZ:
```
290
Properties=species:S:1:pos:R:3
Mn -0.275 -3.066 -0.560
As -0.192 0.631 0.632
F -1.179 1.284 -0.638
F 1.143 0.769 -0.316
F 0.753 -0.150 1.735
F -1.619 0.521 1.479
F -0.601 -0.936 -0.139
F 0.056 2.106 1.288
As 1.051 -5.502 -3.297
F 0.388 -4.189 -4.104
F 2.532 -4.756 -2.982
F 1.570 -6.839 -2.373
F -0.435 -6.373 -3.541
F 1.742 -6.177 -4.790
F 0.519 -4.809 -1.861
C 3.140 3.203 0.981
O 4.571 3.353 0.896
C 4.869 4.492 0.073
C 6.380 4.710 -0.017
O 6.911 3.844 -1.066
C 8.347 3.691 -0.917
H 2.920 2.401 1.704
H 2.573 3.028 0.024
H 2.657 4.103 1.354
H 4.362 5.366 0.493
H 4.605 4.257 -0.944
H 6.913 4.420 0.879
H 6.506 5.777 -0.233
H 8.900 4.534 -0.580
H 8.758 3.302 -1.851
H 8.559 2.902 -0.153
C -2.502 -1.474 -2.226
O -2.036 -2.774 -1.799
C -3.050 -3.768 -1.722
C -2.428 -5.110 -1.438
O -1.552 -4.855 -0.311
C -1.067 -6.065 0.277
H -2.718 -1.478 -3.286
H -1.681 -0.739 -2.021
H -3.393 -1.202 -1.646
H -3.632 -3.749 -2.639
H -3.773 -3.390 -0.958
H -1.909 -5.584 -2.318
H -3.205 -5.839 -1.114
H -0.657 -6.591 -0.608
H -1.860 -6.649 0.789
H -0.316 -5.719 0.976
C -5.116 -0.039 1.069
O -5.172 -1.301 1.672
C -6.170 -2.137 1.102
C -5.999 -3.520 1.733
O -4.732 -4.025 1.407
C -4.603 -5.326 1.805
H -4.325 0.578 1.553
H -6.053 0.516 1.159
H -4.794 -0.112 0.040
H -6.036 -2.114 0.000
H -7.168 -1.723 1.294
H -6.746 -4.267 1.322
H -6.062 -3.306 2.831
H -5.017 -5.567 2.810
H -3.607 -5.654 1.524
H -5.286 -5.957 1.165
C -6.186 6.148 1.722
O -5.120 5.358 2.181
C -4.575 4.421 1.234
C -3.231 3.997 1.839
O -3.477 3.167 2.980
C -2.260 2.952 3.727
H -6.468 6.844 2.551
H -6.994 5.537 1.340
H -5.902 6.838 0.896
H -4.446 4.862 0.250
H -5.249 3.585 1.143
H -2.747 4.955 2.116
H -2.658 3.479 1.039
H -1.515 2.448 3.097
H -2.613 2.421 4.626
H -1.893 3.930 4.016
C -7.335 1.521 -2.108
O -7.618 0.200 -2.369
C -6.430 -0.567 -2.671
C -6.918 -1.923 -3.237
O -7.297 -1.649 -4.594
C -6.201 -1.860 -5.448
H -6.919 2.039 -2.972
H -6.628 1.734 -1.305
H -8.353 1.899 -1.838
H -5.949 -0.617 -1.697
H -5.729 -0.029 -3.362
H -7.858 -2.201 -2.769
H -6.179 -2.766 -3.216
H -5.747 -2.866 -5.319
H -5.363 -1.219 -5.133
H -6.445 -1.664 -6.496
C 4.542 0.199 -4.371
O 3.461 -0.267 -5.177
C 3.789 -1.296 -6.017
C 3.936 -2.692 -5.365
O 5.167 -2.741 -4.694
C 5.774 -4.036 -4.571
H 4.917 -0.627 -3.802
H 4.119 1.015 -3.808
H 5.327 0.667 -5.030
H 4.757 -1.113 -6.526
H 3.030 -1.360 -6.769
H 3.956 -3.516 -6.092
H 3.026 -2.835 -4.749
H 5.842 -4.493 -5.575
H 5.216 -4.670 -3.887
H 6.762 -3.819 -4.160
C 2.824 -0.232 6.600
O 1.933 0.747 6.176
C 2.311 1.435 4.998
C 1.439 2.637 4.700
O 1.699 3.752 5.539
C 2.990 4.383 5.244
H 2.498 -0.600 7.568
H 3.858 0.221 6.701
H 2.890 -1.059 5.911
H 2.335 0.729 4.132
H 3.333 1.823 5.133
H 0.383 2.437 4.955
H 1.465 2.891 3.626
H 3.831 3.869 5.738
H 2.907 5.360 5.695
H 3.159 4.521 4.166
C 4.985 -5.966 5.080
O 4.944 -4.993 4.072
C 3.813 -4.199 4.108
C 4.006 -3.018 3.220
O 4.475 -1.896 4.028
C 4.803 -0.774 3.239
H 4.735 -5.503 6.088
H 6.011 -6.317 5.047
H 4.247 -6.740 4.908
H 3.677 -3.821 5.115
H 2.893 -4.751 3.807
H 3.143 -2.652 2.673
H 4.777 -3.239 2.451
H 3.981 -0.336 2.680
H 5.561 -1.060 2.492
H 5.222 -0.002 3.887
C 0.618 -1.413 -3.299
O 1.021 -1.971 -1.934
C 2.366 -1.767 -1.734
C 2.689 -2.067 -0.223
O 1.826 -3.104 0.264
C 2.463 -4.394 0.380
H 1.381 -1.684 -4.022
H 0.519 -0.318 -3.135
H -0.298 -1.967 -3.494
H 2.599 -0.742 -1.946
H 2.983 -2.374 -2.410
H 2.455 -1.136 0.335
H 3.720 -2.360 -0.066
H 3.392 -4.209 0.836
H 2.605 -4.748 -0.646
H 1.761 -4.953 0.974
C -2.163 -2.866 1.903
O -0.780 -3.075 1.629
C 0.069 -2.747 2.778
C 0.047 -3.947 3.713
O 0.453 -5.194 3.119
C 0.244 -6.201 4.056
H -2.658 -3.164 0.990
H -2.319 -1.816 2.093
H -2.514 -3.518 2.701
H -0.338 -1.851 3.253
H 1.057 -2.644 2.318
H -0.990 -4.012 4.071
H 0.697 -3.652 4.528
H -0.830 -6.272 4.300
H 0.799 -5.983 4.963
H 0.597 -7.088 3.546
C -6.314 -2.428 10.056
O -6.344 -2.326 8.618
C -5.454 -3.173 7.945
C -5.356 -2.940 6.486
O -4.393 -1.962 6.267
C -4.202 -1.489 4.922
C -2.919 -0.656 5.017
O -1.859 -1.468 5.605
C -0.639 -0.694 5.485
H -6.853 -3.332 10.319
H -6.826 -1.547 10.544
H -5.294 -2.418 10.411
H -5.826 -4.231 8.038
H -4.478 -3.190 8.428
H -6.332 -2.638 6.145
H -5.014 -3.830 5.969
H -5.037 -0.928 4.501
H -3.928 -2.311 4.274
H -3.039 0.220 5.697
H -2.600 -0.290 4.054
H 0.164 -1.430 5.699
H -0.517 0.111 6.219
H -0.561 -0.279 4.480
C -2.536 6.542 -2.122
O -1.873 6.083 -0.956
C -0.496 6.458 -0.935
C 0.157 5.753 0.220
O -0.164 6.367 1.443
C 0.152 5.502 2.557
C -0.004 6.207 3.873
O 0.967 7.224 4.137
C 0.625 7.971 5.307
H -3.570 6.349 -2.045
H -2.029 6.079 -3.015
H -2.393 7.591 -2.274
H -0.447 7.562 -0.828
H -0.001 6.082 -1.833
H 1.226 5.806 0.054
H -0.016 4.662 0.153
H 1.245 5.323 2.420
H -0.360 4.527 2.506
H 0.115 5.480 4.742
H -0.989 6.673 3.956
H 0.709 7.387 6.238
H -0.366 8.415 5.222
H 1.330 8.777 5.523
C 4.479 6.659 -4.215
O 3.566 5.533 -4.454
C 2.830 5.680 -5.655
C 2.026 4.422 -5.810
O 0.796 4.529 -5.147
C 0.006 3.437 -5.347
C 0.509 2.194 -4.678
O 0.361 2.224 -3.273
C 1.158 3.089 -2.583
H 3.963 7.629 -4.087
H 5.189 6.780 -5.030
H 4.992 6.507 -3.270
H 3.497 5.705 -6.537
H 2.240 6.632 -5.556
H 2.647 3.591 -5.479
H 1.782 4.285 -6.857
H -0.111 3.239 -6.438
H -1.042 3.663 -5.029
H 1.536 1.882 -4.900
H -0.123 1.433 -5.101
H 1.191 2.796 -1.530
H 0.899 4.143 -2.589
H 2.198 3.021 -2.967
C -5.273 4.287 -8.413
O -5.173 4.071 -7.014
C -5.591 2.752 -6.707
C -5.020 2.388 -5.360
O -3.686 1.935 -5.736
C -3.108 1.007 -4.782
C -2.741 1.652 -3.419
O -3.930 1.697 -2.652
C -3.722 2.374 -1.414
H -6.291 4.140 -8.723
H -4.608 3.541 -8.896
H -4.913 5.337 -8.574
H -5.286 2.043 -7.463
H -6.693 2.820 -6.670
H -5.515 1.624 -4.796
H -5.040 3.281 -4.679
H -2.189 0.648 -5.246
H -3.816 0.193 -4.706
H -2.408 2.683 -3.597
H -1.920 1.084 -2.960
H -3.543 1.768 -0.536
H -4.692 2.860 -1.267
H -3.049 3.203 -1.618
C 5.354 0.478 -0.798
O 5.817 -0.841 -0.456
C 6.180 -1.638 -1.554
C 6.858 -2.905 -1.093
O 5.828 -3.742 -0.581
C 6.279 -4.933 0.001
C 6.303 -6.080 -1.000
O 7.206 -5.792 -2.046
C 7.173 -6.771 -3.076
H 6.000 0.905 -1.621
H 5.411 1.196 0.039
H 4.315 0.451 -1.117
H 6.806 -1.067 -2.219
H 5.315 -1.953 -2.184
H 7.634 -2.704 -0.331
H 7.293 -3.419 -1.970
H 5.733 -5.179 0.926
H 7.293 -4.703 0.399
H 5.286 -6.223 -1.453
H 6.584 -6.974 -0.388
H 6.128 -6.993 -3.323
H 7.814 -7.642 -2.865
H 7.675 -6.283 -3.924
```

Kohn-Sham gap (alpha / beta) = 0.348 / 0.348 Eh
2S+1 = 6
lowest unoccupied orbital energy (alpha / beta) = 0.26 / 0.25 eV
strongest force on any atom = 4.7 eV Å⁻¹
molar mass = 2004.853 g/mol
energy = -12222.97908 Ha
charge = 0